No. 1
Computed, not measured: 2 unconnected molecules or ions with the total composition C5H9NO, with wB97M-V/def2-TZVPD.

The geometry in XYZ format:
```
16
Properties=species:S:1:pos:R:3:forces:R:3:nbo_charge:R:1
C -3.0526 -0.4902 -0.6248 -0.1 0.2 -0.2 0.500
C 0.2988 0.7332 -0.0196 -0.1 0.3 1.3 0.204
C 0.7813 1.6242 1.1584 -1.6 0.0 -0.7 -0.655
C -0.3551 -1.7458 -0.2037 1.9 -0.4 -2.5 -0.641
C 0.0172 -0.4923 0.4563 0.2 0.6 -2.8 -0.314
N 0.2712 1.3241 -1.3172 0.1 -2.4 0.7 -0.814
O -3.6097 -1.0396 0.1809 -0.1 -0.1 0.2 -0.500
H -0.1866 2.2012 -1.2774 -0.4 0.9 -0.2 0.370
H 1.7585 1.1478 1.4220 -0.7 1.3 0.3 0.234
H -0.0459 1.4626 1.9532 1.9 0.6 -1.0 0.225
H 0.7662 2.7026 0.8257 0.6 -1.1 0.7 0.207
H -0.8549 -2.3386 0.4674 -1.8 -1.4 1.5 0.212
H -0.9416 -1.6215 -1.1181 0.1 -0.1 0.1 0.201
H 0.5177 -2.4339 -0.4525 -0.6 1.1 0.0 0.207
H 0.2566 -0.6447 1.4465 0.4 0.0 2.2 0.188
H -0.1737 0.6903 -1.9951 0.2 0.6 0.4 0.376
```
Forces are in eV/Å.

E_tot ... -8866.904 eV
Energy relative to the best compared isomer or geometry (same formula, charge and spin) ... 222.7 kJ/mol
Strongest force on any atom ... 3.11 eV/Å
HOMO-LUMO gap ... 9.02 eV
Net charge ... 0
M ... 99.133 Da
E_HOMO ... -8.03 eV

---

No. 2
Computed, not measured: C5H9NO2 in the gas phase, with wB97M-V/def2-TZVPD.

The geometry in XYZ format:
```
17
Properties=species:S:1:pos:R:3:forces:R:3:nbo_charge:R:1
O -2.3924 0.8064 0.0814 0.5 -0.5 0.0 -0.589
C -1.5000 -0.0058 0.0097 -0.5 0.7 -0.2 0.767
O -1.6132 -1.1369 -0.6887 0.1 -0.1 -0.1 -0.675
C -0.1554 0.1968 0.6979 0.6 0.3 0.2 -0.170
C 0.7128 1.3530 0.0525 0.3 -0.8 0.9 -0.387
C 1.8079 0.6053 -0.7489 -1.2 -0.1 -0.7 -0.422
C 2.0338 -0.6602 0.0597 0.2 0.0 2.1 -0.212
N 0.6711 -1.0019 0.5541 0.1 -1.3 -0.4 -0.689
H -0.7306 -1.5771 -0.6332 -0.2 0.2 0.1 0.502
H -0.3983 0.4907 1.7311 0.1 -0.3 -0.2 0.220
H 0.0967 2.0480 -0.4951 -0.1 0.0 -0.4 0.237
H 1.2036 1.9484 0.8515 -0.3 -0.5 -0.3 0.208
H 2.6450 1.2674 -0.9541 0.3 -0.3 0.3 0.227
H 1.4153 0.2896 -1.7252 0.0 0.2 0.1 0.205
H 2.5562 -1.5180 -0.4011 -0.5 0.5 -0.2 0.210
H 2.6001 -0.4043 0.9756 0.4 0.0 -0.4 0.166
H 0.5634 -1.8220 1.2046 0.3 1.7 -0.8 0.401
```
Forces are in eV/Å.

E_tot ... -10916.208 eV
Energy relative to the best compared isomer or geometry (same formula, charge and spin) ... 35.5 kJ/mol
Strongest force on any atom ... 2.10 eV/Å
SMILES ... O=C(O)[C@@H]1CCCN1
HOMO-LUMO gap ... 9.93 eV
Net charge ... 0
M ... 115.132 Da
E_HOMO ... -9.24 eV

---

No. 3
Computed, not measured: a molecular structure, C5H9NO2, with wB97M-V/def2-TZVPD.

The geometry in XYZ format:
```
17
Properties=species:S:1:pos:R:3:forces:R:3:nbo_charge:R:1
C -1.7611 -1.5940 0.2120 -0.2 0.4 -0.7 -0.440
C 2.6732 0.2514 -0.0298 0.0 -0.2 0.3 -0.680
N -1.1421 -0.3066 0.4704 1.1 1.4 -1.4 -0.170
C 1.2617 0.5162 -0.3481 -0.2 2.2 -1.9 0.397
C -0.5756 0.5726 -0.9024 -1.9 -2.5 2.2 0.217
C 0.3560 1.5395 -0.3404 1.3 -0.4 1.2 -0.390
O -2.0817 0.4519 1.2122 -0.3 0.3 -0.2 -0.609
O 0.5181 -0.2948 -1.2204 0.3 -0.9 0.6 -0.513
H -1.5801 0.8964 1.9124 0.1 -0.3 -0.3 0.469
H -1.3232 0.7125 -1.6820 0.0 -0.1 0.1 0.192
H 0.2649 2.4911 0.1394 0.0 0.1 0.2 0.222
H -1.0709 -2.1760 -0.3959 0.0 0.0 0.0 0.216
H -1.9376 -2.1115 1.1555 0.1 0.1 0.0 0.208
H -2.7122 -1.4920 -0.3190 -0.2 -0.1 0.0 0.171
H 3.2653 0.1936 -0.9447 -0.1 0.0 0.0 0.240
H 3.0691 1.0554 0.5955 -0.1 -0.2 0.0 0.235
H 2.7761 -0.7058 0.4854 0.0 0.1 0.1 0.237
```
Forces are in eV/Å.

E_tot ... -10911.308 eV
Energy relative to the best compared isomer or geometry (same formula, charge and spin) ... 508.3 kJ/mol
Strongest force on any atom ... 3.77 eV/Å
HOMO-LUMO gap ... 9.52 eV
Net charge ... 0
M ... 115.132 Da
E_HOMO ... -8.55 eV

---

No. 4
Computed, not measured: C5H9NO2 in the gas phase, with wB97M-V/def2-TZVPD.

The geometry in XYZ format:
```
17
Properties=species:S:1:pos:R:3:forces:R:3:nbo_charge:R:1
C 1.4600 2.0572 1.5839 1.2 0.4 -0.7 -0.718
C 0.7562 0.8767 1.0748 -2.6 -1.3 -1.5 0.802
O 0.2514 0.0255 1.7547 0.6 -0.3 0.7 -0.600
O 0.5186 0.8906 -0.2866 2.2 2.1 1.4 -0.513
C -0.3827 0.1239 -0.9819 -0.2 -0.1 -1.5 0.063
C -1.5884 -0.3808 -0.3644 -0.7 -1.2 1.0 -0.486
C -0.4433 -1.3471 -0.8318 -0.2 1.9 1.8 -0.077
N -0.4776 -2.2263 -1.9380 -0.7 1.0 -0.6 -0.803
H 2.0849 2.4342 0.7579 -0.2 0.2 0.5 0.238
H 0.7069 2.8090 1.8794 0.5 -0.3 0.0 0.253
H 2.1087 1.7061 2.3947 -0.4 0.5 0.1 0.244
H -0.5474 0.5876 -1.9424 0.4 -0.2 -0.4 0.197
H -2.5336 -0.4232 -0.8690 -0.2 0.3 -0.5 0.208
H -1.6578 -0.1358 0.6827 -0.3 -0.6 0.2 0.244
H 0.1094 -1.5744 0.0543 0.5 -0.9 0.0 0.227
H -0.5469 -3.1659 -1.6233 -0.3 -0.9 0.2 0.365
H -1.3513 -1.9618 -2.3961 0.3 -0.7 -0.5 0.353
```
Forces are in eV/Å.

E_tot ... -10914.486 eV
Energy relative to the best compared isomer or geometry (same formula, charge and spin) ... 201.6 kJ/mol
Strongest force on any atom ... 3.36 eV/Å
SMILES ... CC(=O)O[C@@H]1C[C@H]1N
HOMO-LUMO gap ... 9.67 eV
Net charge ... 0
M ... 115.132 Da
E_HOMO ... -8.67 eV

---

No. 5
Computed, not measured: 2 unconnected molecules or ions with the total composition C5H9NO2, with wB97M-V/def2-TZVPD.

The geometry in XYZ format:
```
17
Properties=species:S:1:pos:R:3:forces:R:3:nbo_charge:R:1
C 2.5115 1.4580 0.1064 -2.6 -1.8 -0.2 -0.519
C 1.8396 0.3312 0.0481 -3.4 -0.4 -0.6 0.138
C -0.5032 0.3711 0.1506 4.3 1.2 0.5 0.589
C 2.0540 -1.1139 -0.0769 -2.2 0.3 -3.2 -0.714
C -2.5129 -0.8777 0.0757 1.7 0.0 2.3 0.054
N -1.0606 -0.7161 0.2966 -0.6 -0.1 -0.6 -0.584
O -0.9020 1.6639 0.0953 1.4 -0.4 -0.4 -0.713
O -3.1688 0.3858 -0.0706 -1.0 -2.0 0.8 -0.703
H 3.5384 1.3923 0.0707 2.2 0.5 -0.1 0.213
H 1.8791 2.2966 0.0755 0.0 1.5 0.3 0.236
H 1.3100 -1.6903 -0.7521 0.7 1.3 1.3 0.239
H 2.9532 -1.5156 -0.3935 2.5 0.2 -1.1 0.222
H 2.0015 -1.4803 0.8476 -0.9 -1.8 3.9 0.229
H -2.8640 -1.3362 1.0165 -0.4 0.1 -0.7 0.189
H -2.4620 -1.6085 -0.7298 -1.2 0.4 -0.5 0.186
H -1.8518 1.7211 0.0749 -0.8 0.1 0.6 0.484
H -2.7620 0.7187 -0.8349 0.2 0.8 -2.2 0.454
```
Forces are in eV/Å.

E_tot ... -10910.661 eV
Energy relative to the best compared isomer or geometry (same formula, charge and spin) ... 570.7 kJ/mol
Strongest force on any atom ... 4.53 eV/Å
HOMO-LUMO gap ... 9.03 eV
Net charge ... 0
M ... 115.132 Da
E_HOMO ... -8.42 eV

---

No. 6
Computed, not measured: C5H9NO2 in the gas phase, with wB97M-V/def2-TZVPD.

The geometry in XYZ format:
```
17
Properties=species:S:1:pos:R:3:forces:R:3:nbo_charge:R:1
N 1.4946 0.3395 1.1755 0.2 -0.3 0.1 -0.835
C 0.0705 0.2331 0.9669 -0.2 0.6 -0.4 -0.164
C -0.7178 1.2560 1.7547 -0.1 0.0 0.1 0.437
O -0.2318 2.1893 2.3342 0.2 0.1 0.1 -0.527
C -0.2922 0.4469 -0.5168 0.2 -0.4 0.4 -0.392
C 0.2931 -0.6529 -1.3990 0.2 -0.6 -0.6 -0.528
C -0.6538 -1.8161 -1.6160 0.1 0.5 0.0 0.453
O -1.3487 -2.2571 -0.7404 -0.1 -0.1 -0.1 -0.525
H 1.6945 0.8446 2.0319 0.0 0.0 -0.1 0.382
H 1.9431 0.8352 0.4170 0.0 0.1 0.1 0.356
H -0.3099 -0.7515 1.2391 0.0 -0.2 0.2 0.216
H -1.8132 1.1094 1.7737 -0.1 -0.1 -0.1 0.109
H -1.3819 0.4419 -0.6022 0.1 0.1 -0.1 0.223
H 0.1014 1.4172 -0.8248 -0.1 0.1 0.0 0.213
H 0.6403 -0.2988 -2.3756 -0.3 0.2 0.1 0.219
H 1.1901 -1.1195 -0.9658 -0.1 0.2 0.2 0.254
H -0.6782 -2.2173 -2.6524 0.0 -0.2 0.2 0.109
```
Forces are in eV/Å.

E_tot ... -10915.200 eV
Energy relative to the best compared isomer or geometry (same formula, charge and spin) ... 132.8 kJ/mol
Strongest force on any atom ... 0.84 eV/Å
SMILES ... N[C@@H](C=O)CCC=O
HOMO-LUMO gap ... 10.33 eV
Net charge ... 0
M ... 115.132 Da
E_HOMO ... -9.53 eV

---

No. 7
Computed, not measured: C5H9NO2 in the gas phase, with wB97M-V/def2-TZVPD.

The geometry in XYZ format:
```
17
Properties=species:S:1:pos:R:3:forces:R:3:nbo_charge:R:1
C -1.4369 2.0551 -0.5241 -0.1 0.1 0.1 -0.638
C -0.7103 0.7846 -0.8247 -0.7 -0.4 0.3 -0.352
C -0.9220 -0.3938 -0.1930 -0.5 3.1 -0.3 0.437
O -1.8425 -0.5243 0.8028 0.0 -0.7 -0.1 -0.678
N -0.1236 -1.4533 -0.4476 2.9 -0.6 0.1 -0.588
C 1.1153 -1.2166 -0.0934 -1.4 -2.4 -0.2 0.637
C 1.6483 -0.4161 1.0556 0.4 1.0 -0.3 -0.718
O 2.0362 -2.0701 -0.5801 0.2 0.2 0.1 -0.661
H -0.7435 2.8994 -0.5929 -0.1 0.0 -0.1 0.208
H -1.8581 2.0645 0.4852 0.0 -0.1 -0.1 0.218
H -2.2501 2.2189 -1.2371 0.0 0.2 0.1 0.210
H -0.0713 0.7955 -1.7023 0.2 -0.2 0.3 0.203
H -1.8204 -1.4711 1.0202 -0.2 0.3 0.2 0.483
H 1.2521 0.6004 1.0664 -0.2 -0.3 0.1 0.255
H 1.4040 -0.9125 1.9996 0.0 0.0 -0.2 0.247
H 2.7334 -0.3075 0.9808 -0.2 -0.3 0.0 0.240
H 1.5893 -2.6531 -1.2153 -0.1 0.2 0.1 0.498
```
Forces are in eV/Å.

E_tot ... -10915.105 eV
Energy relative to the best compared isomer or geometry (same formula, charge and spin) ... 141.9 kJ/mol
Strongest force on any atom ... 3.19 eV/Å
SMILES ... C/C=C(O)/N=C(\C)O
HOMO-LUMO gap ... 8.54 eV
Net charge ... 0
M ... 115.132 Da
E_HOMO ... -7.89 eV

---

No. 8
Computed, not measured: C5H9NO2 in the gas phase, with wB97M-V/def2-TZVPD.

The geometry in XYZ format:
```
17
Properties=species:S:1:pos:R:3:forces:R:3:nbo_charge:R:1
C -1.4887 -0.9071 0.5195 0.0 0.0 0.3 -0.672
C -0.1632 -0.2003 0.4376 -0.1 -1.9 1.0 0.031
C 0.2768 0.4348 1.7310 -0.1 0.6 -0.4 -0.638
C 0.7008 -0.4788 -0.6056 -1.5 3.2 -0.1 0.041
N 0.4131 -1.3445 -1.6195 0.0 -0.3 -0.2 -0.787
C 0.7355 1.0517 -0.9870 2.5 -1.8 -1.7 0.755
O 0.2942 1.4000 -2.0614 -0.4 0.2 0.4 -0.646
O 1.5827 1.8373 -0.2837 0.0 0.2 0.4 -0.705
H -2.0058 -0.8892 -0.4437 -0.1 0.0 0.0 0.217
H -1.3540 -1.9514 0.8121 0.0 -0.1 -0.1 0.229
H -2.1228 -0.4593 1.2926 0.1 0.0 -0.3 0.225
H -0.3652 1.2842 1.9788 0.0 0.0 0.1 0.213
H 1.3010 0.7898 1.6907 0.0 -0.1 0.1 0.245
H 0.1749 -0.2987 2.5350 0.0 0.0 -0.1 0.219
H -0.4740 -1.8310 -1.6238 0.1 0.1 0.1 0.375
H 0.7093 -1.0495 -2.5389 0.0 0.0 0.1 0.400
H 1.7854 2.6122 -0.8338 -0.4 -0.1 0.1 0.500
```
Forces are in eV/Å.

E_tot ... -10914.405 eV
Energy relative to the best compared isomer or geometry (same formula, charge and spin) ... 209.4 kJ/mol
Strongest force on any atom ... 3.52 eV/Å
SMILES ... CC(C)=C(N)C(=O)O
HOMO-LUMO gap ... 8.86 eV
Net charge ... 0
M ... 115.132 Da
E_HOMO ... -8.13 eV